1.
61
Properties=species:S:1:pos:R:3 method="wB97M-V/def2-TZVPD" homo_lumo_gap_ev=3.853 relative_energy_kcal_mol=0.0 charge=-2 lumo_energy_ev=3.77
Na 0.714 0.578 0.358
O 2.358 2.215 -0.800
P 2.916 2.325 0.751
O 4.298 2.847 0.762
O 2.577 0.969 1.337
O 1.915 3.400 1.411
P 0.384 3.076 1.990
O 0.767 1.950 3.100
O -0.154 4.285 2.632
O -0.338 2.400 0.854
H 2.644 3.044 -1.202
H 1.501 1.442 2.695
C -0.843 2.908 -2.393
Se -1.264 1.144 -1.723
C -1.646 0.266 -3.426
C -2.075 -1.175 -3.216
Se -0.907 -2.305 -2.123
C -3.472 -3.889 -2.220
H 0.032 2.869 -3.039
H -0.622 3.502 -1.508
H -1.694 3.325 -2.931
H -0.763 0.359 -4.056
H -2.470 0.800 -3.907
H -2.239 -1.676 -4.169
H -3.007 -1.257 -2.662
H -4.446 -3.517 -1.855
H -3.137 -4.681 -1.527
H -3.651 -4.361 -3.203
O 1.684 -1.148 -1.341
B 0.737 -1.271 -2.385
O 1.285 -0.760 -3.564
C 2.555 -0.342 -3.250
C 3.488 0.254 -4.067
C 4.698 0.611 -3.471
C 4.941 0.379 -2.121
C 3.988 -0.229 -1.307
C 2.807 -0.581 -1.913
H 3.280 0.445 -5.111
H 5.457 1.099 -4.071
H 5.871 0.710 -1.680
H 4.134 -0.359 -0.244
C -1.624 -3.180 1.802
P -0.708 -1.596 1.818
C 0.725 -2.065 2.876
C -1.709 -0.595 2.987
C -2.414 0.485 2.461
C -3.163 1.312 3.287
C -3.222 1.065 4.649
C -2.529 -0.013 5.186
C -1.778 -0.833 4.359
H -1.782 -3.559 2.815
H -1.069 -3.914 1.215
H -2.585 -3.035 1.309
H 0.442 -2.548 3.814
H 1.327 -1.181 3.092
H 1.348 -2.758 2.306
H -2.333 0.721 1.407
H -3.665 2.173 2.864
H -3.784 1.727 5.298
H -2.556 -0.201 6.254
H -1.222 -1.655 4.796


2.
58
Properties=species:S:1:pos:R:3 method="wB97M-V/def2-TZVPD" homo_lumo_gap_ev=5.391 relative_energy_kcal_mol=0.0 charge=+2 lumo_energy_ev=-7.70
N -14.275 -7.961 27.275
H -13.266 -8.017 27.411
H -14.622 -8.461 26.400
H -14.491 -6.961 27.250
H -14.821 -8.322 28.063
Sr -14.761 -7.862 22.956
C -17.033 -9.109 26.854
C -16.563 -9.521 25.438
O -15.309 -8.943 25.146
H -17.894 -9.694 27.175
H -17.304 -8.059 26.977
H -16.234 -9.366 27.558
H -17.317 -9.151 24.733
H -16.446 -10.608 25.427
Br -21.840 -14.079 30.247
C -21.704 -12.567 28.974
C -20.792 -11.545 29.564
Br -18.919 -11.924 29.147
H -22.667 -12.114 28.730
H -21.378 -12.988 28.028
H -20.869 -11.339 30.628
H -20.952 -10.556 29.128
Br -11.571 -12.612 24.317
C -12.140 -12.488 26.184
C -12.960 -11.207 26.285
Br -13.059 -10.837 28.229
H -11.275 -12.399 26.834
H -12.681 -13.410 26.366
H -13.961 -11.459 25.940
H -12.551 -10.366 25.740
C -14.720 -15.216 25.847
C -15.437 -14.036 25.922
C -15.609 -13.332 27.119
C -15.039 -13.850 28.265
C -14.255 -15.007 28.215
C -14.124 -15.713 27.006
N -15.166 -13.126 29.525
O -15.676 -12.020 29.528
O -14.920 -13.772 30.522
H -14.700 -15.772 24.919
H -15.951 -13.590 25.078
H -16.108 -12.374 27.101
H -13.611 -15.289 29.033
H -13.335 -16.451 26.997
C -19.882 -11.937 19.565
C -19.593 -10.853 18.707
C -18.861 -9.804 19.216
C -18.525 -9.735 20.571
C -18.811 -10.830 21.407
C -19.438 -11.940 20.877
N -17.862 -8.601 21.140
O -16.920 -8.760 21.938
O -18.211 -7.521 20.745
H -20.574 -12.633 19.107
H -20.000 -10.894 17.709
H -18.623 -9.003 18.524
H -18.537 -10.699 22.446
H -19.658 -12.700 21.615


3.
52
Properties=species:S:1:pos:R:3 method="wB97M-V/def2-TZVPD" homo_lumo_gap_ev=8.472 relative_energy_kcal_mol=410.3 lumo_energy_ev=0.22
C -3.833 -3.137 0.303
H -4.258 -2.497 -0.371
C -2.436 -3.722 -0.195
H -1.990 -4.431 0.305
H -2.356 -3.957 -1.459
C -1.397 -2.284 -0.304
N -1.349 -1.620 1.018
C -0.690 -0.480 1.131
C -1.799 0.541 0.704
N -1.771 0.937 -0.762
C -0.939 1.972 -0.850
O -0.334 2.774 -0.161
C -0.584 2.059 -2.750
C 0.638 2.695 -2.650
H 0.822 3.676 -2.359
H 0.971 2.828 -3.759
S 1.843 1.793 -1.903
O 3.047 1.726 -2.569
O 1.281 0.371 -1.247
C 2.219 2.816 -0.240
C 2.149 2.273 0.967
C 2.286 3.217 2.198
C 2.891 4.310 1.963
C 3.102 4.898 0.651
C 3.099 3.811 -0.374
H 3.080 4.219 -1.522
H 3.686 5.779 0.249
Br 3.374 5.308 3.479
H 2.109 2.858 3.061
H 1.515 1.330 1.053
H -1.423 2.640 -2.917
H -0.567 1.066 -3.046
H -2.030 0.250 -1.376
H -1.807 1.506 1.151
H -2.871 0.140 0.756
H 0.009 -0.325 0.668
H -0.399 -0.307 2.132
C -0.711 -2.541 2.025
H -0.418 -2.173 3.005
C 0.886 -2.889 1.603
C 0.612 -3.620 -0.008
C -0.164 -2.541 -0.729
H -0.165 -3.147 -1.828
H 0.549 -1.749 -1.173
H 0.409 -4.592 0.255
H 1.710 -3.945 -0.463
H 1.359 -3.676 2.016
H 1.405 -2.128 1.178
H -0.969 -3.699 2.189
H -1.816 -1.490 -0.766
H -4.383 -4.049 0.378
H -3.591 -2.793 1.341


4.
53
Properties=species:S:1:pos:R:3 method="wB97M-V/def2-TZVPD" homo_lumo_gap_ev=9.913 smiles="CC[C@H](C)[C@H](NC(C)=O)C(=O)NC.CC(=O)N(C)c1ccc(Cl)cc1Cl" lumo_energy_ev=0.47
C -1.600 0.098 -1.237
C -1.021 -1.262 -0.821
C -0.452 -1.306 0.625
C 0.808 -0.412 0.674
C -0.115 -2.745 1.127
N -1.105 -3.735 0.654
C -0.879 -4.945 0.145
C 0.540 -5.421 -0.093
O -1.815 -5.684 -0.107
C 0.063 -2.866 2.664
O 0.351 -1.900 3.358
N -0.175 -4.061 3.227
C -0.081 -4.333 4.661
H -2.361 0.416 -0.524
H -2.058 0.007 -2.223
H -0.819 0.852 -1.291
H -0.244 -1.551 -1.530
H -1.844 -1.968 -0.921
H -1.206 -0.886 1.294
H 1.550 -0.767 -0.041
H 1.254 -0.414 1.667
H 0.553 0.620 0.443
H 0.851 -2.997 0.694
H -2.081 -3.499 0.758
H 1.017 -4.775 -0.828
H 1.099 -5.407 0.840
H 0.507 -6.439 -0.479
H -0.473 -4.810 2.622
H -0.715 -3.634 5.211
H -0.403 -5.353 4.875
H 0.950 -4.201 4.993
C -1.163 3.618 0.597
C -0.263 4.829 0.377
O -0.321 5.743 1.189
N 0.624 4.905 -0.695
C 1.423 6.111 -0.906
C 0.719 3.865 -1.623
C 1.627 2.825 -1.393
C 1.729 1.763 -2.298
C 0.926 1.735 -3.440
Cl 1.039 0.398 -4.554
C 0.030 2.782 -3.680
C -0.078 3.848 -2.780
Cl -1.213 5.139 -3.110
H -1.827 3.793 1.448
H -1.776 3.437 -0.290
H -0.557 2.733 0.802
H 2.019 6.033 -1.821
H 0.772 6.987 -1.000
H 2.105 6.268 -0.065
H 2.252 2.845 -0.505
H 2.429 0.953 -2.117
H -0.590 2.767 -4.570